1.
Entry from the OMol25 dataset: 2 unconnected molecules or ions with the total composition CH6N2O in a non-equilibrium geometry (the ωB97M-V functional and the def2-TZVPD basis).

Structure (XYZ):
```
10
Properties=species:S:1:pos:R:3:nbo_charge:R:1
H 0.096 0.679 1.729 0.336
N -0.001 0.664 0.700 -0.717
C -0.115 -0.534 0.281 0.281
N -0.256 -1.788 0.864 -0.819
H 0.352 -0.734 -0.678 0.165
H 0.064 -2.079 1.847 0.388
H 0.026 -2.465 0.260 0.372
O -0.092 1.935 -2.060 -0.957
H -0.469 1.581 -1.238 0.484
H 0.396 2.740 -1.705 0.466
```

Values from the calculation:
Multiplicity: 1
E in eV: -6161.0475
Energy relative to the best compared isomer or geometry (same formula, charge and spin) in kJ/mol: 139.7
HOMO level in eV: -10.034
SMILES string: [H]/N=C\N.O
Orbital gap in eV: 10.86

---

2.
Entry from the OMol25 dataset: C3H5N3O in the gas phase in a non-equilibrium geometry (the ωB97M-V functional and the def2-TZVPD basis).

Structure (XYZ):
```
12
Properties=species:S:1:pos:R:3:nbo_charge:R:1
C -0.042 0.638 0.582 0.222
C 0.084 -0.374 -1.708 0.757
C 0.438 0.631 1.952 -0.773
N -1.805 -0.835 -0.350 -0.130
N 0.653 0.137 -0.489 -0.673
N -1.316 -0.749 -1.450 -0.324
O 0.634 -0.366 -2.735 -0.534
H -0.063 1.332 2.607 0.244
H 1.557 0.527 2.254 0.190
H 0.102 -0.309 2.335 0.285
H 1.611 0.234 -0.667 0.393
H -1.854 -0.865 -2.333 0.343
```

Values from the calculation:
Multiplicity: 1
E in eV: -9704.3737
Energy relative to the best compared isomer or geometry (same formula, charge and spin) in kJ/mol: 599.2
HOMO level in eV: -7.315
Orbital gap in eV: 7.44

---

3.
Entry from the OMol25 dataset: a molecular structure, F6Li3N5O18S6 in a non-equilibrium geometry (the ωB97M-V functional and the def2-TZVPD basis).

Structure (XYZ):
```
38
Properties=species:S:1:pos:R:3:nbo_charge:R:1
Li -0.594 -0.040 -0.418 0.891
Li 0.334 -1.551 -2.692 0.922
Li -2.491 -1.973 -0.561 0.930
N 1.093 -0.137 -1.574 -1.312
S 1.374 1.184 -2.598 2.475
O 1.115 0.779 -3.941 -0.930
O 2.369 2.129 -2.319 -0.853
F 0.013 1.872 -2.164 -0.498
S 2.602 -0.457 -1.133 2.486
O 2.937 0.096 0.114 -0.868
O 3.546 -0.623 -2.176 -0.922
F 2.323 -1.978 -0.703 -0.518
N 1.631 3.365 2.943 -1.141
S 1.435 3.238 1.326 2.467
O 0.847 2.029 0.837 -0.956
O 2.413 3.864 0.508 -0.927
F 0.234 4.292 1.237 -0.519
S 2.389 1.986 3.291 2.462
O 3.706 1.925 2.758 -0.925
O 1.561 0.828 3.343 -0.921
F 2.564 2.259 4.876 -0.528
N -2.044 -0.674 0.757 -1.343
S -1.441 -1.495 2.120 2.475
O -1.959 -2.804 2.091 -0.909
O -1.197 -0.767 3.298 -0.847
F 0.005 -1.634 1.496 -0.488
S -3.111 0.270 1.527 2.485
O -2.622 1.552 1.865 -0.884
O -3.945 -0.365 2.490 -0.926
F -4.089 0.471 0.285 -0.503
N -0.281 -4.102 -1.099 0.721
O -0.722 -4.576 -0.063 -0.462
O 0.156 -4.833 -2.006 -0.503
O -0.308 -2.839 -1.301 -0.701
N -2.482 -0.310 -3.129 0.727
O -1.884 0.031 -4.142 -0.451
O -1.778 -0.623 -2.086 -0.742
O -3.702 -0.388 -3.056 -0.469
```

Values from the calculation:
Multiplicity: 1
E in eV: -126237.4494
Net charge: -2
Energy relative to the best compared isomer or geometry (same formula, charge and spin) in kJ/mol: 0.0
HOMO level in eV: -4.381
Orbital gap in eV: 8.05

---

4.
Entry from the OMol25 dataset: C3H8N2S in the gas phase in a non-equilibrium geometry (the ωB97M-V functional and the def2-TZVPD basis).

Structure (XYZ):
```
14
Properties=species:S:1:pos:R:3:nbo_charge:R:1
H -2.492 -1.798 -0.626 0.356
N -2.059 -1.006 -0.152 -0.730
C -0.814 -1.215 0.029 0.292
N 0.098 -0.218 0.328 -0.596
S 1.710 -0.376 -0.185 0.183
C -0.441 1.103 0.719 -0.230
C -0.502 1.929 -0.479 -0.618
H -0.312 -2.174 -0.112 0.157
H 2.230 -1.225 0.752 0.107
H 0.247 1.646 1.455 0.204
H -1.438 0.843 1.086 0.239
H -1.175 1.615 -1.263 0.223
H 0.473 1.794 -0.961 0.201
H -0.619 2.986 -0.223 0.212
```

Values from the calculation:
Multiplicity: 1
E in eV: -17054.9699
Energy relative to the best compared isomer or geometry (same formula, charge and spin) in kJ/mol: 169.9
HOMO level in eV: -8.863
SMILES string: [H]/N=C/N(S)CC
Orbital gap in eV: 9.57

---

5.
Entry from the OMol25 dataset: 9 unconnected molecules or ions with the total composition C4H28N2O8 in a non-equilibrium geometry (the ωB97M-V functional and the def2-TZVPD basis).

Structure (XYZ):
```
42
Properties=species:S:1:pos:R:3:nbo_charge:R:1
C -0.535 -3.154 -0.383 -0.453
N -0.228 -1.702 -0.782 -0.629
C 0.358 -0.795 0.228 -0.051
C -0.303 0.589 0.074 -0.654
C 0.358 -1.263 1.724 -0.245
N 1.577 -0.765 2.421 -0.864
H -0.873 -3.374 0.644 0.184
H -1.275 -3.528 -1.175 0.202
H 0.416 -3.623 -0.700 0.201
H -1.146 -1.442 -1.149 0.351
H 1.418 -0.718 -0.091 0.168
H 0.291 1.297 0.627 0.238
H -1.364 0.494 0.539 0.205
H -0.352 0.851 -0.971 0.227
H -0.603 -1.209 2.253 0.175
H 0.552 -2.394 1.580 0.195
H 1.743 -1.263 3.293 0.371
H 1.506 0.192 2.639 0.366
O 2.506 1.340 0.486 -0.963
H 3.304 1.807 0.662 0.472
H 2.663 0.524 0.999 0.487
O 3.853 -1.866 -2.067 -0.948
H 3.510 -1.904 -1.174 0.470
H 3.041 -1.836 -2.632 0.480
O -0.933 1.101 3.561 -0.918
H -1.118 0.573 2.835 0.461
H -1.882 1.247 3.764 0.457
O -0.452 0.345 -3.288 -0.993
H 0.417 0.627 -3.006 0.493
H -1.145 1.046 -3.358 0.489
O -1.506 3.314 -2.362 -0.959
H -1.771 3.180 -1.531 0.472
H -0.641 3.753 -2.485 0.491
O 2.165 0.976 -2.767 -0.957
H 3.026 0.584 -2.755 0.487
H 1.875 0.791 -1.835 0.486
O -3.206 -0.608 0.873 -0.941
H -3.134 -0.806 -0.093 0.474
H -3.749 -1.362 1.113 0.472
O -2.489 3.172 1.304 -0.930
H -2.855 3.176 2.187 0.469
H -3.019 2.635 0.801 0.463
```

Values from the calculation:
Multiplicity: 1
E in eV: -23960.5915
Energy relative to the best compared isomer or geometry (same formula, charge and spin) in kJ/mol: 343.0
HOMO level in eV: -8.785
SMILES string: CN[C@@H](C)CN.O.O.O.O.O.O.O.O
Orbital gap in eV: 8.85

---

6.
Entry from the OMol25 dataset: 7 unconnected molecules or ions with the total composition C21H50F6N6O5P in a non-equilibrium geometry (the ωB97M-V functional and the def2-TZVPD basis).

Structure (XYZ):
```
89
Properties=species:S:1:pos:R:3:mulliken_charge:R:1
P 19.676 -3.535 -16.594 1.496
F 20.619 -2.772 -15.513 -0.379
F 19.217 -2.022 -17.035 -0.334
F 20.902 -3.577 -17.692 -0.397
F 18.671 -4.314 -17.616 -0.336
F 20.145 -4.995 -15.895 -0.443
F 18.555 -3.444 -15.530 -0.487
C 17.267 -7.196 -18.052 -0.028
C 16.473 -8.218 -17.212 -1.304
N 17.420 -9.415 -17.013 0.457
C 16.643 -10.636 -17.240 -0.910
C 15.748 -10.998 -16.044 -0.989
C 18.453 -9.484 -16.013 -0.695
C 19.821 -9.723 -16.679 -0.531
H 17.956 -6.679 -17.384 0.114
H 16.553 -6.384 -18.191 0.042
H 17.732 -7.688 -18.906 0.111
H 16.067 -7.707 -16.339 0.291
H 15.604 -8.553 -17.778 0.556
H 16.132 -10.370 -18.165 0.461
H 17.372 -11.363 -17.598 0.377
H 15.084 -11.815 -16.328 0.392
H 16.396 -11.336 -15.236 0.286
H 15.184 -10.140 -15.678 0.270
H 18.257 -10.296 -15.312 0.279
H 18.509 -8.629 -15.340 0.468
H 19.775 -10.757 -17.019 0.322
H 20.698 -9.553 -16.054 0.396
H 19.836 -9.024 -17.515 -0.361
C 21.988 0.178 -16.336 0.450
O 20.926 0.896 -16.511 -0.653
N 23.221 0.705 -16.403 0.236
C 24.278 -0.171 -16.304 -0.984
C 23.466 2.061 -16.690 -0.915
H 22.008 -0.887 -16.056 0.028
H 24.958 0.299 -15.594 0.345
H 24.783 -0.385 -17.246 0.281
H 24.136 -1.197 -15.965 0.343
H 22.761 2.706 -16.165 0.271
H 24.477 2.346 -16.401 0.362
H 23.379 2.204 -17.767 0.241
C 18.426 -0.377 -14.401 0.553
O 18.311 0.218 -15.528 -0.615
N 18.635 0.173 -13.184 0.156
C 19.142 -0.698 -12.129 -0.966
C 18.532 1.631 -12.951 -1.005
H 18.493 -1.475 -14.344 -0.050
H 18.491 -0.632 -11.257 0.349
H 20.109 -0.256 -11.889 0.306
H 19.131 -1.783 -12.235 0.301
H 17.701 1.852 -12.281 0.348
H 19.322 2.108 -12.371 0.334
H 18.380 2.194 -13.871 0.296
C 18.321 -5.368 -20.890 0.238
O 17.431 -5.097 -21.703 -0.708
N 19.050 -6.522 -20.875 0.182
C 20.170 -6.649 -19.877 -0.769
C 18.978 -7.510 -21.882 -1.082
H 18.496 -4.745 -19.999 0.355
H 21.031 -7.074 -20.391 0.432
H 19.937 -7.510 -19.250 0.209
H 20.318 -5.786 -19.227 0.058
H 18.052 -7.341 -22.431 0.333
H 19.904 -7.504 -22.458 0.324
H 18.809 -8.473 -21.399 0.326
C 20.699 -1.034 -19.452 0.618
O 20.147 0.023 -18.951 -0.663
N 21.843 -1.061 -20.143 0.240
C 22.613 0.193 -20.472 -0.986
C 22.357 -2.344 -20.651 -0.667
H 20.235 -2.013 -19.258 -0.137
H 22.078 1.080 -20.131 0.239
H 22.450 0.531 -21.495 0.356
H 23.615 0.148 -20.045 0.328
H 23.287 -2.606 -20.147 0.321
H 21.672 -3.166 -20.441 -0.013
H 22.389 -2.363 -21.741 0.346
C 15.383 -1.948 -20.453 0.174
O 16.134 -0.996 -20.279 -0.604
N 15.278 -2.928 -19.593 0.260
C 14.379 -4.052 -19.769 -0.849
C 15.953 -2.914 -18.352 -0.808
H 14.902 -2.193 -21.412 0.240
H 13.623 -4.176 -18.994 0.303
H 15.086 -4.879 -19.840 0.213
H 13.786 -3.969 -20.679 0.337
H 16.734 -2.159 -18.257 0.186
H 15.325 -2.422 -17.608 0.409
H 16.516 -3.789 -18.027 0.125
```

Values from the calculation:
Multiplicity: 1
E in eV: -67363.9860
Net charge: -1
Energy relative to the best compared isomer or geometry (same formula, charge and spin) in kJ/mol: 340.4
HOMO level in eV: -5.809
Orbital gap in eV: 8.38

---

7.
Entry from the OMol25 dataset: C3H4O2 in the gas phase in a non-equilibrium geometry (the ωB97M-V functional and the def2-TZVPD basis).

Structure (XYZ):
```
9
Properties=species:S:1:pos:R:3:nbo_charge:R:1
C -1.342 0.004 0.334 -0.449
C -0.396 -0.661 -0.374 0.089
C 1.980 -0.148 0.069 0.472
O 0.913 -0.898 -0.075 -0.525
O 1.856 1.160 -0.072 -0.677
H -2.338 -0.052 0.266 0.211
H -1.001 0.572 1.344 0.204
H -0.646 -1.449 -1.190 0.204
H 0.975 1.471 -0.303 0.471
```

Values from the calculation:
Multiplicity: 1
E in eV: -7266.8801
Energy relative to the best compared isomer or geometry (same formula, charge and spin) in kJ/mol: 367.2
HOMO level in eV: -9.176
Orbital gap in eV: 9.97

---

8.
Entry from the OMol25 dataset: a molecular structure, C35H31N11O2STi (the ωB97M-V functional and the def2-TZVPD basis).

Structure (XYZ):
```
81
Properties=species:S:1:pos:R:3:mulliken_charge:R:1
Ti -1.562 -0.748 0.300 0.973
C -3.576 0.017 3.992 -1.119
C -2.494 -0.266 3.024 0.673
O -2.560 0.095 1.825 -0.587
N -1.371 -0.876 3.481 -0.019
C -1.433 -2.282 3.895 -1.297
C -1.315 -3.247 2.715 0.682
C -1.151 -4.589 3.034 -0.912
C -1.010 -5.525 2.028 -0.511
C -1.025 -5.077 0.714 -1.077
C -1.199 -3.731 0.486 -0.104
N -1.348 -2.798 1.451 0.670
H -3.345 1.012 4.389 0.391
H -3.561 -0.676 4.828 0.400
H -4.546 0.050 3.502 0.345
H -0.585 -0.712 2.861 0.166
H -2.362 -2.453 4.436 0.440
H -0.622 -2.490 4.591 0.504
H -1.130 -4.889 4.074 0.532
H -0.886 -6.574 2.258 0.449
H -0.913 -5.754 -0.121 0.486
H -1.236 -3.377 -0.540 0.343
C 4.180 -1.566 0.628 -0.989
N 2.799 -1.335 0.198 0.656
C 1.751 -0.990 0.931 -0.351
N 0.691 -0.789 0.151 0.445
C 1.201 -1.043 -1.098 -0.690
N 2.459 -1.387 -1.105 -0.734
C 5.143 -0.535 0.086 1.084
C 6.500 -0.842 0.077 -0.922
C 7.419 0.079 -0.402 -0.652
C 6.992 1.300 -0.898 -0.928
C 5.635 1.602 -0.898 -0.228
C 4.714 0.691 -0.392 -0.240
C 5.180 2.863 -1.485 0.571
N 5.869 3.746 -2.108 -0.436
N 4.959 4.729 -2.522 -0.467
C 3.808 4.345 -2.111 0.630
O 3.855 3.167 -1.430 -0.263
C 2.510 4.997 -2.290 -0.010
C 2.392 6.071 -3.169 -0.982
C 1.164 6.682 -3.342 -0.718
C 0.051 6.230 -2.642 -0.786
C 0.170 5.169 -1.756 1.098
C -1.015 4.719 -0.944 -1.258
N -1.337 3.300 -1.136 0.966
C -1.008 2.262 -0.388 -0.496
N -1.480 1.134 -0.928 0.237
C -2.106 1.596 -2.052 -0.519
N -2.033 2.887 -2.220 -0.885
C 1.402 4.553 -1.584 -0.073
H 4.462 -2.564 0.296 0.503
H 4.162 -1.561 1.719 0.240
H 1.800 -0.887 2.004 0.431
H 0.627 -0.965 -2.009 0.545
H 6.844 -1.804 0.438 0.453
H 8.472 -0.165 -0.405 0.417
H 7.695 2.017 -1.299 0.546
H 3.662 0.946 -0.416 0.690
H 3.268 6.409 -3.707 0.535
H 1.067 7.512 -4.028 0.420
H -0.909 6.711 -2.785 0.404
H -1.909 5.277 -1.209 0.440
H -0.831 4.847 0.123 0.274
H -0.456 2.345 0.535 0.457
H -2.635 0.971 -2.752 0.430
H 1.515 3.729 -0.888 0.565
S -4.314 -2.674 -3.023 -0.207
C -3.142 -1.737 -2.233 -0.359
N -3.187 -1.684 -0.927 0.503
C -4.267 -2.457 -0.471 -0.658
C -4.656 -2.641 0.859 0.136
C -5.751 -3.430 1.125 -0.863
C -6.476 -4.042 0.089 -0.571
C -6.111 -3.868 -1.226 -0.511
C -4.996 -3.068 -1.490 0.827
H -2.388 -1.229 -2.819 0.398
H -4.108 -2.166 1.661 0.189
H -6.065 -3.577 2.150 0.437
H -7.336 -4.654 0.324 0.414
H -6.670 -4.332 -2.027 0.432
```

Values from the calculation:
Multiplicity: 1
E in eV: -91223.1817
Net charge: +2
HOMO level (spin up / spin down) in eV: -11.749 / -11.750
Orbital gap (spin up / spin down) in eV: 6.30 / 6.30